(w)
DFT (ωB97M-V/def2-TZVPD) results for a 2-piece molecular cluster, C2H2O4 overall.

Each line ends with the Mulliken charge.
Element x y z (Å)
O: -3.143 -0.067 -0.835  -0.3072
C: -3.007 -0.199 0.273  0.7128
O: -2.906 -0.286 1.420  -0.3755
O: 0.045 1.279 0.689  -0.4628
C: -0.150 0.280 0.065  0.0902
O: -0.290 0.207 -1.331  -0.4204
H: -0.447 -0.679 0.494  0.4404
H: -0.244 1.064 -1.795  0.3226

Calculated values
E_HOMO: -11.275 eV
Structure (SMILES): O=C=O.O=CO
HOMO-LUMO gap: 11.8 eV
LUMO level: 0.570 eV



(x)
DFT (ωB97M-V/def2-TZVPD) results for C2H2O4 as an isolated structure.

Each line ends with the Mulliken charge.
Element x y z (Å)
C: 0.559 -0.023 -0.102  0.6465
C: -1.070 -0.384 -0.180  0.4478
H: 2.386 -0.616 0.401  0.4511
H: -0.917 1.506 -0.093  0.4513
O: 1.390 -1.071 -0.122  -0.4700
O: 0.711 1.236 0.051  -0.6164
O: -1.610 0.829 -0.047  -0.4748
O: -1.448 -1.477 0.093  -0.4356

Calculated values
E_HOMO: -10.553 eV
HOMO-LUMO gap: 10.2 eV
LUMO level: -0.311 eV



The winner here is (w), beating the second structure by 193.0 kJ/mol.



(w)
DFT (ωB97M-V/def2-TZVPD) results for a 2-piece molecular cluster, C4H5N3O2 overall.

Each line ends with the Mulliken charge.
Element x y z (Å)
C: -1.154 -1.216 -1.866  0.2847
C: -0.563 -0.162 0.357  0.0051
C: 0.210 0.652 2.422  -0.8675
C: -0.206 -1.005 -0.776  -0.2568
N: -1.825 -1.505 -2.727  -0.3801
N: 0.364 -0.085 1.271  -0.2923
N: 1.113 0.374 -2.117  0.7579
O: 1.902 -0.095 -2.838  -0.4548
O: 0.790 1.477 -1.927  -0.4042
H: -1.407 0.623 0.368  0.2973
H: -0.813 1.092 2.741  0.2905
H: 0.630 1.597 2.417  0.3709
H: 0.502 0.133 3.308  0.3209
H: 0.457 -1.880 -0.633  0.3284

Calculated values
E_HOMO (spin up / spin down): -10.234 / -9.474 eV
HOMO-LUMO gap (spin up / spin down): 8.4 / 7.7 eV
LUMO level (spin up / spin down): -1.866 / -1.779 eV



(x)
DFT (ωB97M-V/def2-TZVPD) results for C4H5N3O2 as an isolated structure.

Each line ends with the Mulliken charge.
Element x y z (Å)
C: -1.134 0.188 -0.057  0.7864
C: 1.781 0.596 -0.088  0.4171
C: 0.681 -0.418 0.124  0.6450
C: -2.078 -0.958 -0.001  -1.1681
N: 0.887 -1.739 0.644  -0.3354
N: 0.931 -1.735 -0.588  -0.2933
N: 1.455 1.837 0.219  -0.2854
O: -1.240 1.406 -0.086  -0.5720
O: 2.892 0.128 -0.340  -0.6154
H: -1.707 -1.538 -0.867  0.3589
H: -3.205 -0.710 -0.128  0.2975
H: -1.995 -1.789 0.759  0.3419
H: 0.598 2.172 0.283  0.1809
H: 2.136 2.562 0.126  0.2419

Calculated values
E_HOMO: -9.547 eV
HOMO-LUMO gap: 9.7 eV
LUMO level: 0.176 eV



The winner here is (x), beating the second structure by 290.3 kJ/mol.